{"formula": "C52H155AsF6N13O19", "method": "ωB97M-V/def2-TZVPD", "gap_ev": 9.021, "molar_mass_g_mol": 1455.79, "energy_ev": -191856.45122, "homo_ha": -0.2644, "spin_multiplicity": 1, "charge": -1, "symbols": ["As", "F", "F", "F", "F", "F", "F", "C", "C", "C", "O", "C", "N", "H", "H", "H", "H", "H", "H", "H", "H", "H", "H", "H", "C", "C", "C", "O", "C", "N", "H", "H", "H", "H", "H", "H", "H", "H", "H", "H", "H", "C", "C", "C", "O", "C", "N", "H", "H", "H", "H", "H", "H", "H", "H", "H", "H", "H", "C", "C", "C", "O", "C", "N", "H", "H", "H", "H", "H", "H", "H", "H", "H", "H", "H", "C", "C", "C", "O", "C", "N", "H", "H", "H", "H", "H", "H", "H", "H", "H", "H", "H", "C", "C", "C", "O", "C", "N", "H", "H", "H", "H", "H", "H", "H", "H", "H", "H", "H", "C", "C", "C", "O", "C", "N", "H", "H", "H", "H", "H", "H", "H", "H", "H", "H", "H", "C", "C", "C", "O", "C", "N", "H", "H", "H", "H", "H", "H", "H", "H", "H", "H", "H", "C", "C", "C", "O", "C", "N", "H", "H", "H", "H", "H", "H", "H", "H", "H", "H", "H", "C", "C", "C", "O", "C", "N", "H", "H", "H", "H", "H", "H", "H", "H", "H", "H", "H", "C", "C", "C", "O", "C", "N", "H", "H", "H", "H", "H", "H", "H", "H", "H", "H", "H", "C", "C", "C", "O", "C", "N", "H", "H", "H", "H", "H", "H", "H", "H", "H", "H", "H", "C", "C", "C", "O", "C", "N", "H", "H", "H", "H", "H", "H", "H", "H", "H", "H", "H", "O", "H", "H", "O", "H", "H", "O", "H", "H", "O", "H", "H", "O", "H", "H", "O", "H", "H"], "coordinates": [[1.435, -0.469, 0.180], [2.164, -0.605, -1.375], [0.168, -1.460, -0.366], [0.714, -0.405, 1.756], [2.768, 0.493, 0.634], [0.652, 0.928, -0.448], [2.407, -1.904, 0.584], [6.465, -0.493, -1.585], [7.190, -1.819, -1.585], [6.387, -2.809, -0.834], [7.054, -4.042, -0.667], [7.986, -3.977, 0.443], [7.452, -2.251, -2.921], [5.430, -0.522, -1.873], [6.994, 0.235, -2.215], [6.379, -0.130, -0.569], [8.178, -1.673, -1.165], [5.444, -2.963, -1.319], [6.089, -2.458, 0.188], [8.429, -4.959, 0.648], [7.566, -3.585, 1.346], [8.838, -3.352, 0.155], [7.582, -3.250, -2.913], [6.591, -2.120, -3.461], [-2.425, -6.802, 0.111], [-2.569, -5.264, 0.141], [-2.292, -4.663, -1.206], [-3.249, -5.178, -2.124], [-3.086, -4.635, -3.441], [-3.948, -4.613, 0.562], [-1.383, -7.019, -0.164], [-3.047, -7.326, -0.633], [-2.672, -7.182, 1.110], [-1.908, -4.921, 0.916], [-1.253, -4.900, -1.513], [-2.300, -3.552, -1.288], [-3.459, -3.594, -3.488], [-3.610, -5.336, -4.102], [-2.018, -4.621, -3.692], [-4.416, -5.100, 1.294], [-4.491, -4.612, -0.325], [-8.601, 0.587, -2.297], [-8.324, 1.136, -3.706], [-7.024, 0.612, -4.297], [-5.886, 1.004, -3.554], [-5.386, 2.354, -3.705], [-9.311, 0.685, -4.708], [-9.613, 0.806, -2.009], [-8.008, 0.942, -1.470], [-8.490, -0.511, -2.260], [-8.278, 2.227, -3.715], [-6.869, 0.955, -5.339], [-6.880, -0.487, -4.285], [-5.437, 2.623, -4.761], [-4.322, 2.348, -3.446], [-5.977, 3.095, -3.138], [-10.253, 1.010, -4.516], [-9.400, -0.320, -4.507], [8.284, 4.371, 2.619], [8.736, 2.936, 2.675], [7.510, 1.950, 2.568], [6.745, 2.409, 1.463], [5.675, 1.574, 1.218], [9.741, 2.640, 1.678], [9.249, 4.900, 2.608], [7.717, 4.679, 3.494], [7.589, 4.444, 1.796], [9.071, 2.681, 3.682], [6.922, 2.018, 3.485], [7.900, 0.941, 2.411], [5.231, 1.831, 0.235], [4.917, 1.716, 2.007], [6.029, 0.543, 1.210], [10.056, 1.687, 1.794], [9.340, 2.698, 0.711], [2.616, -2.458, 4.344], [2.305, -1.141, 5.071], [3.016, 0.046, 4.381], [2.722, 1.322, 5.008], [3.649, 2.329, 4.576], [0.842, -0.889, 4.963], [3.660, -2.663, 4.337], [2.311, -2.490, 3.258], [2.123, -3.257, 4.901], [2.541, -1.214, 6.124], [2.642, 0.132, 3.345], [4.114, -0.133, 4.348], [4.675, 2.020, 4.460], [3.555, 3.206, 5.209], [3.341, 2.621, 3.514], [0.639, -0.868, 3.951], [0.685, 0.065, 5.308], [3.768, -4.688, 0.460], [2.340, -5.116, 0.072], [1.421, -4.858, 1.217], [1.768, -5.624, 2.377], [0.721, -5.496, 3.291], [1.826, -4.295, -1.076], [4.132, -5.131, 1.379], [3.770, -3.592, 0.549], [4.386, -4.979, -0.385], [2.228, -6.162, -0.211], [0.402, -5.210, 0.906], [1.463, -3.784, 1.492], [-0.246, -5.822, 2.924], [0.540, -4.453, 3.470], [0.965, -6.008, 4.202], [0.853, -4.556, -1.219], [1.841, -3.311, -0.800], [-3.588, 5.199, 3.367], [-4.080, 3.802, 3.359], [-3.034, 2.812, 4.005], [-3.362, 1.460, 3.810], [-2.514, 0.551, 4.494], [-5.469, 3.616, 3.805], [-2.636, 5.145, 2.848], [-3.453, 5.563, 4.400], [-4.197, 5.877, 2.792], [-4.074, 3.577, 2.296], [-3.034, 2.969, 5.091], [-2.042, 2.983, 3.580], [-2.350, 1.000, 5.507], [-1.518, 0.530, 4.015], [-2.974, -0.431, 4.488], [-5.778, 2.649, 3.736], [-5.543, 3.861, 4.787], [4.544, 2.063, -2.628], [3.662, 3.245, -2.311], [4.347, 4.556, -2.576], [5.406, 4.785, -1.631], [6.262, 5.820, -2.010], [2.514, 3.159, -3.217], [5.440, 2.113, -2.014], [4.907, 2.174, -3.665], [4.063, 1.111, -2.538], [3.422, 3.178, -1.233], [3.625, 5.401, -2.579], [4.851, 4.553, -3.566], [6.688, 5.713, -3.002], [7.132, 5.755, -1.331], [5.697, 6.741, -1.936], [2.030, 2.245, -3.150], [1.780, 3.813, -2.981], [-3.731, 6.122, -1.809], [-2.779, 5.543, -0.872], [-3.338, 4.208, -0.371], [-2.443, 3.621, 0.466], [-2.378, 2.169, 0.348], [-1.533, 5.261, -1.552], [-3.579, 7.186, -1.925], [-4.754, 6.006, -1.418], [-3.721, 5.669, -2.799], [-2.623, 6.190, -0.008], [-3.492, 3.583, -1.241], [-4.235, 4.367, 0.209], [-1.544, 1.821, 0.990], [-2.326, 1.924, -0.728], [-3.325, 1.810, 0.719], [-1.047, 6.057, -1.980], [-0.795, 4.920, -0.935], [-0.381, -1.499, -3.869], [-0.984, -0.420, -4.721], [-2.460, -0.507, -4.787], [-2.804, -1.686, -5.524], [-4.225, -1.724, -5.702], [-0.561, 0.964, -4.249], [-0.570, -2.486, -4.205], [-0.681, -1.320, -2.836], [0.713, -1.396, -3.842], [-0.610, -0.478, -5.756], [-2.890, 0.399, -5.257], [-2.890, -0.626, -3.826], [-4.300, -2.583, -6.351], [-4.702, -0.820, -6.065], [-4.639, -2.005, -4.709], [-0.655, 0.999, -3.228], [0.455, 1.066, -4.398], [1.134, 3.996, 3.229], [1.434, 4.740, 1.910], [2.848, 4.585, 1.568], [3.681, 5.258, 2.513], [5.004, 5.326, 2.022], [0.797, 4.210, 0.627], [0.168, 4.257, 3.632], [1.859, 4.206, 4.024], [1.108, 2.916, 3.079], [1.147, 5.808, 1.957], [3.016, 5.033, 0.557], [3.227, 3.536, 1.541], [5.106, 5.865, 1.066], [5.427, 4.343, 1.834], [5.531, 5.906, 2.769], [1.270, 3.334, 0.436], [-0.146, 3.950, 0.891], [-4.668, -0.268, 0.053], [-5.018, -1.658, -0.597], [-6.433, -2.075, -0.236], [-6.736, -3.383, -0.784], [-8.009, -3.843, -0.269], [-4.760, -1.588, -2.042], [-3.748, 0.133, -0.358], [-4.540, -0.381, 1.142], [-5.386, 0.572, -0.046], [-4.289, -2.398, -0.236], [-7.194, -1.377, -0.623], [-6.462, -2.041, 0.835], [-8.819, -3.153, -0.471], [-7.956, -3.966, 0.813], [-8.140, -4.872, -0.576], [-5.261, -2.384, -2.414], [-5.205, -0.756, -2.389], [-5.333, -4.222, 3.875], [-5.079, -2.754, 4.243], [-4.259, -2.150, 3.170], [-2.905, -2.605, 3.268], [-2.155, -2.178, 2.130], [-6.291, -1.949, 4.371], [-6.004, -4.293, 3.024], [-5.877, -4.822, 4.597], [-4.358, -4.673, 3.631], [-4.578, -2.651, 5.211], [-4.222, -1.050, 3.266], [-4.645, -2.433, 2.180], [-1.136, -2.467, 2.254], [-2.152, -1.099, 2.070], [-2.532, -2.586, 1.157], [-6.706, -2.112, 5.287], [-6.958, -2.266, 3.677], [5.772, -0.459, -4.999], [6.628, -0.621, -4.590], [5.083, -0.895, -4.501], [2.324, 0.315, -5.477], [2.732, -0.448, -5.017], [3.042, 0.749, -5.935], [-2.108, 3.175, -5.270], [-1.518, 2.431, -5.032], [-2.449, 3.393, -4.389], [3.356, -4.679, -3.470], [2.833, -4.573, -2.572], [2.657, -4.876, -4.117], [3.655, -1.634, -3.479], [3.568, -2.599, -3.558], [3.103, -1.335, -2.745], [-1.015, -3.274, 5.655], [-0.393, -2.518, 5.574], [-1.467, -3.320, 4.789]], "forces_ev_per_angstrom": [[1.0379, -0.3814, -0.3124], [0.4683, -0.2233, -1.3035], [-0.8739, -0.7258, -0.0338], [0.1410, 0.1977, -0.1267], [0.4280, 0.5999, 0.8324], [-0.6469, 0.4629, 0.5230], [-0.6505, 0.5401, 0.4686], [0.4997, 0.5678, 0.3132], [-0.0016, 1.0604, 0.0755], [-0.2696, -0.1680, 2.2304], [0.6489, -0.6063, 1.1081], [0.6141, -0.3305, -1.6766], [-0.6090, -0.1056, -1.7011], [-0.3909, -0.4863, -0.6724], [-0.1872, -0.0803, 0.2422], [0.4671, 0.2655, 0.1408], [0.1710, 0.0563, 0.6984], [-0.4779, -0.4072, -0.6733], [0.3049, 0.1681, -0.5540], [-0.5400, -0.0231, -0.2557], [-0.6454, 0.2592, 0.5103], [-0.0470, 0.1805, 0.1219], [0.3161, -0.4137, -0.0766], [0.2583, -0.2302, 0.1202], [-0.4546, 0.3026, -0.1309], [-2.6006, 0.6315, 0.7211], [0.7210, 0.8154, -0.8847], [0.3734, 0.0984, -0.1903], [0.0935, -0.1474, 0.6573], [2.0190, -0.6997, -2.3415], [-0.1605, -0.0905, 0.3741], [0.0153, 0.4858, 0.2781], [0.2846, -0.1522, -0.2246], [0.6651, 0.3935, 0.0141], [-0.2831, -0.3882, -0.1460], [-0.2948, -0.4108, 0.6543], [0.0522, -0.4869, -0.1023], [0.0300, 0.4843, -0.0211], [-0.1066, -0.0162, -0.1646], [-0.3703, -0.6423, 0.3312], [-0.0169, -0.2369, 1.2040], [-0.0233, -0.5533, -0.2541], [0.0380, -0.6801, -0.3625], [1.7051, 0.3739, -0.0838], [0.9352, 0.8407, 0.8272], [-0.6713, -0.7975, -0.5313], [-0.4471, -0.7916, 0.6607], [-0.6922, 0.1230, 0.0080], [0.6924, 0.4961, -0.0341], [-0.0632, 0.2682, -0.3307], [-0.0923, 0.0068, 0.0638], [-0.5010, -0.1027, 0.3062], [-0.9146, 0.3176, -0.0802], [-0.0098, 0.1227, -0.1488], [-0.3891, -0.0236, 0.2901], [0.3405, -0.3291, 0.0568], [0.0800, 0.4166, 0.1369], [0.0470, 0.2381, -0.5233], [0.7243, -0.2695, 0.5267], [-1.8693, -1.9653, 0.6485], [0.7707, 1.9670, -0.5888], [1.2059, 0.0264, 0.2922], [-1.2305, -0.1354, -0.4323], [0.0100, 0.2852, -1.1597], [-0.7421, 0.5934, -0.5381], [0.0665, -0.1637, 0.2583], [0.4499, 0.7026, -0.6152], [0.8557, 0.2437, -0.0014], [-0.2102, -0.2272, 0.1741], [-0.2443, -0.2004, -0.0174], [0.2191, -0.1800, 0.5970], [-0.0424, -0.3285, -0.2301], [-0.3749, -0.2416, 0.0189], [0.0989, -0.1024, -0.0547], [0.3320, 0.0117, 1.2769], [-0.7836, 0.2583, -0.3388], [-0.8107, 0.8838, -1.6610], [0.3270, 0.2478, -0.0035], [1.2764, -0.7088, 0.3176], [-1.7578, 0.1197, -2.0823], [0.1146, 0.0108, -0.0661], [1.0069, -0.1480, 0.1322], [-0.0204, 0.3007, 1.1374], [-0.0582, -0.0858, -0.2720], [0.2953, 0.0462, 0.2400], [0.2568, -0.3406, 0.1594], [-0.4454, 0.2264, 0.0994], [0.4742, -0.5120, 0.5639], [0.0093, -0.0868, 0.1311], [0.4819, -0.0999, 1.2944], [-0.0370, 0.0918, 0.5924], [-0.1194, -0.4109, -0.1827], [-0.6511, 0.0611, -1.2479], [0.0546, 0.8966, 0.1569], [-0.7521, -0.5566, 0.8853], [-0.0141, -0.0952, -0.8685], [-0.1203, 0.3482, 0.0952], [0.7074, -0.4933, 0.2827], [-0.1407, -0.2045, 0.0615], [0.1344, -0.4127, 0.0516], [0.5577, 0.0911, 0.1061], [0.4483, -0.1039, -0.0542], [0.3598, 0.7053, 0.2422], [-0.4475, -0.4228, -0.2713], [-0.2532, -0.7219, -0.4003], [0.0637, 0.8282, 0.6271], [0.1390, -0.1929, 0.4156], [0.0814, 0.1982, -0.1029], [-0.0769, -0.2540, -0.0885], [0.6982, 0.3484, 0.9894], [-0.2313, -2.3322, -0.6895], [-0.6436, 0.4646, 0.0078], [-0.9142, -0.4126, -0.7346], [0.6136, 1.6807, 0.4237], [0.3235, 0.3135, 0.3089], [0.4147, 0.3449, 0.1622], [0.0548, 0.1944, -0.3822], [-0.5174, 0.1659, 0.0025], [-0.1417, -0.5591, -0.1989], [0.3008, 0.3801, 0.1524], [0.1742, 0.3431, 0.0833], [-0.1338, -0.9269, -0.3145], [-0.2554, -0.2186, 0.0190], [0.1804, 0.0886, 0.2977], [0.3610, 0.0966, -0.1195], [-0.0544, 0.0480, 0.0742], [1.2948, 1.0056, -0.8150], [-0.6027, -0.8048, 0.1333], [1.1254, 0.8591, -0.4100], [-0.7317, -0.9195, -0.1027], [0.4475, -0.3784, 0.7659], [-0.8379, -0.5535, 0.1499], [0.0472, -0.2285, 0.2370], [-0.2433, -0.2343, 0.2213], [-0.4179, -0.4603, 0.2380], [-0.2416, 0.2516, -0.1713], [0.2356, -0.2977, 0.1771], [-0.6059, -0.1880, 0.1380], [-0.2166, -0.1498, -0.5328], [-0.5375, 0.4762, -0.0511], [0.3217, 0.7058, 0.0058], [0.8203, 0.5663, -0.0241], [0.0150, 0.3941, 0.1344], [-2.0371, 1.0137, -0.6696], [1.1510, -1.1116, 0.7039], [0.0472, 1.0128, -0.4579], [2.2989, -1.7831, 1.1756], [-0.1968, 1.5760, 0.1629], [1.5667, -0.1093, -0.4151], [0.1003, 0.3694, -0.2175], [0.1390, 0.1158, -0.1091], [0.2436, -0.1960, -0.0047], [-0.1793, 0.2080, 0.2919], [-0.4579, -0.2304, -0.4579], [-0.9657, 0.1951, -0.2303], [-0.4241, 0.0692, -0.7250], [0.5210, -0.2038, 0.4720], [-0.2205, -0.4769, 0.3284], [-0.9191, -0.0012, 0.0446], [-0.4364, -0.2817, 0.2167], [1.3190, 0.9958, 0.6729], [1.5277, 1.4672, -0.5197], [-0.5381, 0.0240, -1.0572], [-0.5217, 1.3124, -0.3490], [1.1684, -1.5942, 1.3384], [0.0998, -0.8931, 0.2089], [-0.6099, -0.9766, -0.2267], [-0.2881, -0.4204, 0.1608], [-0.1569, 0.0616, -0.1512], [-0.0424, -0.0876, 0.2887], [0.1792, -0.3338, 0.0083], [-0.5032, 0.1321, 1.4025], [-0.8264, -0.0436, -0.4725], [0.2290, 0.2361, -0.2649], [-0.2974, 0.3259, -0.5126], [-0.1153, -0.0303, -0.2616], [-0.5664, -0.2305, -0.2364], [-0.3851, 0.1264, -0.2981], [-1.0925, -0.5915, -0.7289], [2.6392, 0.8483, -0.4263], [-0.1757, 0.0347, -0.5806], [-0.1853, 0.5882, -0.0091], [-0.3243, 0.2820, 1.8354], [-0.5257, 0.2150, 0.0538], [-0.0450, 0.1608, -0.4364], [0.1813, -0.1074, -0.1419], [0.3230, -0.4763, 0.2056], [0.0082, -0.3413, 0.5447], [-0.7151, 0.2247, -0.2065], [-0.4116, 0.0142, 0.0774], [0.1570, -0.2626, 0.3139], [0.5142, -0.2009, 0.1585], [-0.0821, -0.3228, -0.2406], [-0.3567, -0.1276, -0.3102], [-0.4174, -0.5367, 0.4439], [0.7354, 1.4255, -0.2392], [0.1435, -0.3414, -1.0615], [-0.8192, 0.4838, 0.9831], [1.6650, -0.2148, 0.4955], [-0.2314, -0.3655, 0.5365], [0.2145, -0.4218, -0.1294], [0.1022, 0.0235, -0.3752], [-0.1888, -0.7310, -0.3755], [-0.5129, 0.1908, 0.3838], [0.3155, 0.0890, 0.0721], [-0.4291, -0.4280, 0.9577], [-0.2786, -0.0092, -0.4763], [0.1459, 0.4130, 0.4012], [-0.3449, 0.0794, -0.8139], [-0.0033, -0.1329, -0.5176], [-0.2118, 0.4575, -0.4974], [0.2898, -0.1030, 0.1755], [-0.7781, -0.5318, 0.6990], [1.5590, 0.8039, -0.6742], [-0.0589, -0.3154, -0.6283], [-0.7643, -0.1303, -0.5195], [-0.4551, -0.1297, 0.2440], [0.1520, 0.3068, -0.6436], [0.3230, 0.0620, 0.6960], [-0.4441, -0.1396, 0.0766], [0.3114, -0.2403, -0.2124], [-0.4799, -0.3264, -0.1895], [-0.0431, 0.1198, 0.0935], [0.7850, -0.4433, 0.2254], [-0.1267, 0.5570, -0.0687], [0.0654, 0.1559, 0.9154], [-0.0372, 0.0478, -0.3176], [-0.2060, 0.1365, 0.0235], [0.4987, 0.5547, -0.8927], [-0.2152, -0.0574, 0.1144], [-0.2880, -0.2923, 0.6780], [-0.2148, -0.7091, 0.4456], [-0.1154, 0.4708, -0.1838], [0.3340, 0.1787, -0.0570], [-0.3006, 0.0123, 0.5145], [0.2325, -0.1994, -0.1488], [0.0753, 0.2728, -0.3219], [-1.2186, 0.3973, 1.3112], [0.7417, -0.1819, -1.5051], [0.3476, 0.0731, 0.2910], [0.1342, -0.0322, -0.5016], [-0.1099, -0.1352, 0.1690], [-0.0616, -0.1065, 0.1772], [0.0798, 0.1277, -0.5345], [-0.3040, -0.1835, -0.1072], [0.1583, 0.2384, 0.6106]]}